# 1
201
Properties=species:S:1:pos:R:3:mulliken_charge:R:1 method="wB97M-V/def2-TZVPD" smiles="CCOP(=O)(OCC)OCC.CCOP(=O)(OCC)OCC.CCOP(=O)(OCC)OCC.CCOP(=O)(OCC)OCC.CCOP(=O)(OCC)OCC.CCOP(=O)(OCC)OCC.O=S1(=O)CCCC1.O=S1(=O)CCCC1.O=S1(=O)CCCC1" energy_ev=-201299.551 homo_ev=-9.9 orbital_gap_ev=10.2
C 5.137 -1.045 0.842 -0.63
C 5.024 -0.919 2.359 -0.04
O 5.257 -2.110 3.069 -0.51
P 4.093 -3.148 3.478 0.95
O 3.032 -2.525 4.335 -0.64
O 3.575 -3.676 2.010 0.03
C 4.282 -4.571 1.173 -0.25
C 3.320 -5.711 0.917 -1.26
O 4.860 -4.411 4.095 -0.37
C 4.181 -5.551 4.619 -0.12
C 3.853 -5.383 6.095 -1.18
H 4.182 -1.489 0.563 -0.21
H 5.325 -0.104 0.325 0.40
H 5.873 -1.819 0.624 0.49
H 5.684 -0.122 2.702 0.48
H 4.053 -0.464 2.555 -0.12
H 4.419 -4.142 0.180 0.32
H 5.246 -4.925 1.539 0.40
H 3.803 -6.348 0.176 0.42
H 3.088 -6.378 1.747 0.29
H 2.365 -5.370 0.518 0.24
H 3.305 -5.794 4.017 0.18
H 4.880 -6.384 4.560 0.33
H 3.016 -4.687 6.035 0.28
H 3.520 -6.237 6.684 0.39
H 4.615 -4.766 6.571 0.29
C -3.593 -4.051 -0.191 -0.73
C -5.050 -4.083 -0.728 -0.33
O -5.556 -2.868 -0.301 0.25
P -7.011 -2.402 -0.903 0.35
O -7.769 -3.486 -1.652 -0.84
O -6.693 -1.144 -1.882 0.31
C -7.809 -0.514 -2.360 -0.38
C -8.227 -1.062 -3.693 -1.31
O -7.768 -1.727 0.349 -0.19
C -8.315 -2.692 1.259 -0.28
C -9.799 -3.020 0.999 -1.29
H -3.115 -3.295 -0.814 -0.35
H -3.568 -3.754 0.858 0.40
H -3.122 -5.021 -0.351 0.50
H -4.980 -4.142 -1.814 0.26
H -5.562 -4.934 -0.278 0.35
H -8.665 -0.336 -1.709 0.44
H -7.518 0.502 -2.624 0.26
H -9.004 -0.479 -4.188 0.42
H -7.369 -1.176 -4.355 0.21
H -8.592 -2.082 -3.572 0.32
H -7.696 -3.585 1.347 0.29
H -8.187 -2.229 2.237 0.39
H -10.240 -3.540 1.849 0.42
H -10.470 -2.167 0.890 0.32
H -9.997 -3.555 0.070 0.28
C 2.648 2.850 5.057 -0.42
C 1.553 1.802 5.478 -0.48
O 1.491 1.591 6.896 -0.16
P 0.496 2.515 7.855 0.79
O -0.959 2.504 7.454 -0.77
O 1.172 4.036 7.781 -0.25
C 0.335 5.188 8.233 -0.29
C 0.492 5.412 9.763 -1.17
O 0.748 1.935 9.320 -0.28
C 2.042 2.006 9.870 0.05
C 2.131 0.753 10.639 -1.35
H 3.626 2.384 5.184 0.39
H 2.638 2.970 3.974 -0.02
H 2.666 3.690 5.751 0.18
H 0.554 2.033 5.108 0.42
H 1.755 0.874 4.944 0.16
H 0.637 5.970 7.537 0.36
H -0.734 4.998 8.135 0.28
H 0.079 4.660 10.436 0.29
H 1.534 5.509 10.069 0.31
H 0.104 6.382 10.075 0.40
H 2.885 2.137 9.192 0.29
H 2.082 2.944 10.423 0.24
H 2.933 0.834 11.372 0.41
H 1.260 0.520 11.251 0.31
H 2.332 -0.111 10.005 0.29
C 4.589 0.593 -3.000 -1.35
C 3.789 1.830 -3.567 -0.13
O 2.502 1.380 -4.103 -0.03
P 1.138 2.137 -3.499 0.32
O 1.239 2.702 -2.127 -0.42
O 0.673 3.184 -4.706 -0.31
C 1.611 4.058 -5.310 -0.38
C 2.543 4.864 -4.507 -0.96
O 0.018 1.034 -3.849 0.21
C -1.300 1.248 -3.483 0.65
C -2.212 1.914 -4.459 -1.55
H 4.499 -0.326 -3.579 0.26
H 5.655 0.818 -2.990 0.45
H 4.265 0.324 -1.995 0.21
H 3.648 2.588 -2.797 0.32
H 4.349 2.249 -4.403 0.29
H 2.133 3.615 -6.158 0.24
H 0.972 4.831 -5.737 0.40
H 2.849 5.669 -5.175 0.45
H 2.035 5.210 -3.607 0.28
H 3.417 4.264 -4.254 0.17
H -1.603 0.217 -3.299 -0.54
H -1.368 1.905 -2.616 0.31
H -3.224 2.098 -4.098 0.33
H -1.816 2.870 -4.801 0.33
H -2.288 1.322 -5.371 0.33
C 3.446 8.282 -1.088 -0.94
C 2.651 7.994 0.224 -0.46
O 2.407 6.624 0.521 -0.32
P 3.435 5.765 1.461 1.05
O 4.789 5.587 0.771 -0.75
O 3.410 6.557 2.919 -0.39
C 4.209 6.108 4.004 0.07
C 5.323 7.146 4.260 -1.42
O 2.602 4.394 1.738 -0.27
C 2.593 3.364 0.748 -0.04
C 3.824 2.532 0.955 -0.54
H 4.098 9.153 -1.159 0.31
H 3.941 7.333 -1.291 0.26
H 2.801 8.224 -1.964 0.31
H 2.934 8.481 1.157 0.36
H 1.620 8.333 0.124 0.36
H 3.595 6.032 4.900 0.27
H 4.712 5.168 3.771 0.24
H 5.967 7.185 3.382 0.33
H 4.900 8.150 4.238 0.31
H 5.793 7.057 5.240 0.40
H 1.719 2.720 0.845 0.06
H 2.656 3.772 -0.260 0.38
H 3.807 1.753 0.193 -0.18
H 4.745 3.081 0.758 0.51
H 3.782 1.921 1.857 0.06
C 1.984 -5.367 -3.101 -0.90
C 1.506 -6.088 -4.427 -0.49
O 0.705 -5.268 -5.214 -0.14
P 1.334 -4.000 -6.015 0.28
O 2.684 -4.240 -6.585 -0.84
O 1.084 -2.813 -4.908 0.45
C 1.912 -1.662 -4.825 -0.18
C 1.545 -0.759 -5.966 -1.18
O 0.127 -3.729 -7.104 -0.09
C -0.148 -4.513 -8.255 -0.52
C -0.605 -5.914 -7.797 -0.76
H 2.651 -6.008 -2.526 0.38
H 2.492 -4.409 -3.210 0.14
H 1.099 -5.025 -2.565 0.27
H 2.316 -6.338 -5.112 0.39
H 0.931 -6.983 -4.189 0.33
H 1.862 -1.123 -3.879 0.02
H 2.929 -2.033 -4.951 0.42
H 1.543 -1.266 -6.931 0.62
H 0.555 -0.304 -5.982 0.12
H 2.283 0.043 -5.996 0.26
H -0.942 -4.002 -8.800 0.33
H 0.724 -4.537 -8.908 0.40
H -0.829 -6.478 -8.702 0.43
H 0.061 -6.389 -7.077 0.18
H -1.557 -5.760 -7.290 0.15
O -3.390 -0.777 -6.571 -0.68
S -4.071 -1.729 -5.744 1.06
O -5.539 -1.979 -5.881 -0.71
C -3.125 -3.323 -5.946 -0.71
C -2.681 -3.688 -4.533 -0.44
C -2.495 -2.457 -3.669 1.24
C -3.568 -1.511 -3.993 0.53
H -2.297 -3.104 -6.620 0.16
H -3.700 -4.111 -6.431 0.48
H -3.367 -4.349 -4.004 0.47
H -1.729 -4.212 -4.620 -0.14
H -1.552 -2.000 -3.969 -0.77
H -2.323 -2.593 -2.601 -0.19
H -3.551 -0.461 -3.700 0.21
H -4.437 -1.879 -3.447 -0.52
O -4.265 0.357 -1.270 0.01
S -4.941 1.467 -0.584 0.92
O -5.781 2.369 -1.390 -0.76
C -5.906 0.872 0.912 -0.55
C -5.653 2.023 1.978 -1.03
C -4.286 2.623 1.822 -0.51
C -3.781 2.587 0.350 -0.36
H -5.567 -0.108 1.249 0.26
H -6.938 0.695 0.609 0.38
H -6.454 2.751 1.853 0.38
H -5.982 1.727 2.974 0.49
H -3.608 2.010 2.416 0.14
H -4.304 3.647 2.197 0.36
H -2.804 2.104 0.361 -0.09
H -3.802 3.560 -0.140 0.54
O -1.094 -2.350 2.556 -0.68
S -1.058 -0.988 1.955 1.10
O -1.994 0.040 2.375 -0.56
C 0.726 -0.365 1.834 -0.41
C 1.242 -0.965 0.499 0.08
C 0.079 -0.608 -0.509 0.35
C -1.209 -1.180 0.143 0.14
H 1.283 -0.473 2.764 0.49
H 0.622 0.697 1.614 -0.12
H 2.212 -0.591 0.174 -0.32
H 1.352 -2.049 0.532 0.30
H 0.289 -1.146 -1.433 -0.26
H -0.018 0.467 -0.658 -0.18
H -1.374 -2.253 0.050 -0.04
H -2.089 -0.564 -0.040 -0.20

---

# 2
207
Properties=species:S:1:pos:R:3:mulliken_charge:R:1 method="wB97M-V/def2-TZVPD" energy_ev=-140179.611 homo_ev=-9.7 orbital_gap_ev=9.9
C -22.216 -20.852 -10.745 0.05
C -21.498 -21.922 -9.933 -1.82
C -20.011 -21.589 -9.754 -0.33
N -19.141 -21.833 -10.893 1.52
C -19.345 -23.239 -11.338 -0.69
C -19.249 -20.812 -11.970 0.16
C -17.922 -21.019 -12.742 -0.92
C -16.895 -21.479 -11.681 -0.95
C -17.649 -21.661 -10.391 -0.36
H -21.950 -20.607 -11.779 -0.02
H -22.255 -19.965 -10.080 0.00
H -23.264 -21.069 -10.781 0.19
H -21.740 -22.927 -10.231 0.86
H -21.883 -21.788 -8.935 0.61
H -19.578 -22.186 -8.951 0.64
H -19.962 -20.519 -9.485 -0.50
H -19.161 -23.931 -10.511 0.25
H -18.836 -23.556 -12.271 0.37
H -20.423 -23.333 -11.500 -0.05
H -20.073 -20.795 -12.592 -0.21
H -19.292 -19.885 -11.424 -0.45
H -18.174 -21.703 -13.506 0.82
H -17.639 -20.076 -13.203 0.18
H -16.501 -22.378 -12.116 0.32
H -16.078 -20.765 -11.699 0.39
H -17.324 -22.619 -9.848 0.49
H -17.533 -20.791 -9.780 -0.04
C -28.276 -20.790 -14.923 -1.63
C -26.896 -20.951 -14.309 0.93
N -26.629 -22.072 -13.408 0.57
C -27.492 -21.965 -12.178 -0.94
C -26.736 -23.401 -14.074 -0.82
C -25.893 -23.741 -15.313 -1.30
C -25.240 -21.865 -12.886 0.91
C -24.600 -23.166 -12.296 0.38
O -25.257 -23.954 -11.385 -0.52
C -24.957 -23.543 -10.046 -0.30
H -28.996 -20.518 -14.116 0.34
H -28.577 -21.705 -15.481 0.30
H -28.240 -20.063 -15.688 0.48
H -26.694 -20.097 -13.643 -0.16
H -26.167 -20.975 -15.107 -0.09
H -27.259 -22.841 -11.583 0.35
H -28.483 -21.955 -12.633 0.50
H -27.170 -21.068 -11.686 0.42
H -27.756 -23.401 -14.368 0.86
H -26.726 -24.113 -13.224 0.65
H -24.823 -23.535 -15.232 -0.01
H -26.228 -23.240 -16.181 0.40
H -25.980 -24.772 -15.559 0.48
H -25.264 -20.966 -12.173 -0.45
H -24.600 -21.581 -13.710 -0.49
H -23.650 -22.734 -11.883 -0.53
H -24.250 -23.758 -13.144 0.39
H -23.914 -23.438 -9.834 0.06
H -25.276 -24.317 -9.318 0.29
H -25.506 -22.614 -9.890 0.19
C -16.402 -12.706 -8.539 -1.24
C -15.899 -14.033 -8.029 -0.59
N -16.662 -15.281 -8.530 0.85
C -16.707 -15.325 -10.069 -0.31
C -15.956 -16.501 -7.938 -1.28
C -16.427 -17.854 -8.458 -0.43
C -18.174 -15.218 -8.080 1.16
C -18.497 -15.380 -6.613 -1.54
O -18.144 -14.253 -5.810 -0.33
C -18.750 -14.314 -4.530 -0.81
H -15.958 -11.973 -7.822 0.41
H -17.446 -12.631 -8.612 0.23
H -15.930 -12.547 -9.513 0.30
H -15.936 -14.218 -6.967 0.62
H -14.851 -14.256 -8.336 0.51
H -15.693 -15.269 -10.489 0.33
H -17.277 -14.470 -10.365 -0.07
H -17.149 -16.267 -10.292 -0.17
H -16.091 -16.488 -6.882 0.55
H -14.934 -16.482 -8.202 0.61
H -17.427 -18.042 -8.169 0.01
H -15.747 -18.568 -7.945 0.64
H -16.163 -17.959 -9.502 -0.04
H -18.683 -16.024 -8.629 -0.57
H -18.555 -14.266 -8.489 0.06
H -18.030 -16.269 -6.257 0.45
H -19.574 -15.620 -6.560 0.54
H -18.399 -15.225 -4.046 0.35
H -19.865 -14.475 -4.538 0.28
H -18.479 -13.434 -3.948 0.28
C -22.501 -15.193 -8.928 -1.25
C -22.680 -14.764 -10.355 -0.65
N -22.343 -15.837 -11.341 1.59
C -23.303 -16.913 -11.175 -1.36
C -22.426 -15.211 -12.747 0.21
C -23.862 -14.734 -13.217 -1.69
C -20.902 -16.178 -11.096 0.08
C -20.166 -16.846 -12.220 0.62
O -20.891 -17.962 -12.772 1.41
C -20.384 -18.266 -14.026 0.05
H -23.048 -14.462 -8.350 0.58
H -21.486 -15.232 -8.595 -0.07
H -23.049 -16.097 -8.723 0.36
H -22.154 -13.867 -10.611 0.62
H -23.708 -14.422 -10.459 0.65
H -24.298 -16.423 -11.083 0.89
H -23.098 -17.490 -10.249 0.16
H -23.222 -17.654 -11.996 -0.11
H -22.078 -15.997 -13.402 -0.14
H -21.713 -14.367 -12.794 0.10
H -24.588 -15.530 -13.052 0.15
H -23.666 -14.621 -14.258 0.54
H -24.035 -13.767 -12.812 0.44
H -20.886 -16.840 -10.269 -0.06
H -20.386 -15.273 -10.950 -0.21
H -19.203 -17.254 -11.795 -0.08
H -19.916 -16.179 -13.039 -0.91
H -20.465 -17.442 -14.786 -0.32
H -20.969 -19.127 -14.422 -0.91
H -19.329 -18.476 -13.879 0.21
C -16.370 -14.297 -17.608 -1.63
C -17.160 -14.830 -16.484 -0.31
N -17.891 -13.823 -15.533 1.37
C -18.726 -14.615 -14.550 -0.32
C -16.896 -12.945 -14.842 -0.17
C -15.709 -13.661 -14.207 -1.57
C -18.798 -12.985 -16.405 -0.91
C -19.737 -12.026 -15.698 -0.04
O -19.012 -10.949 -15.104 -0.36
C -20.012 -9.979 -14.733 -0.75
H -15.500 -13.737 -17.285 0.30
H -16.851 -13.873 -18.505 0.31
H -15.962 -15.237 -17.958 0.50
H -16.449 -15.306 -15.831 0.16
H -17.926 -15.545 -16.700 0.65
H -19.714 -14.911 -14.837 -0.24
H -18.850 -13.982 -13.665 -0.15
H -18.252 -15.509 -14.208 0.58
H -17.420 -12.381 -14.005 0.29
H -16.533 -12.236 -15.587 0.52
H -14.965 -14.076 -14.909 0.28
H -16.067 -14.432 -13.508 0.17
H -15.129 -12.943 -13.601 0.49
H -19.479 -13.664 -16.967 0.43
H -18.263 -12.285 -17.032 0.49
H -20.313 -12.403 -14.822 -0.35
H -20.458 -11.719 -16.512 0.59
H -20.851 -10.481 -14.234 0.29
H -20.326 -9.370 -15.595 0.30
H -19.541 -9.278 -14.007 0.27
C -19.459 -19.623 -17.695 -1.06
C -20.698 -19.369 -18.519 -0.50
N -21.935 -20.309 -18.423 0.66
C -22.956 -19.798 -19.389 -0.96
C -21.579 -21.752 -18.833 -0.60
C -22.737 -22.667 -18.782 -1.08
C -22.404 -20.225 -17.005 0.37
C -22.972 -18.870 -16.680 0.40
O -24.398 -18.941 -16.715 -0.35
C -24.942 -17.793 -16.107 -0.55
H -18.715 -18.997 -18.168 0.51
H -19.137 -20.643 -17.741 0.31
H -19.501 -19.288 -16.682 -0.05
H -20.409 -19.462 -19.578 0.49
H -21.036 -18.319 -18.376 0.50
H -22.851 -18.715 -19.495 0.40
H -23.895 -19.906 -18.929 0.41
H -22.845 -20.317 -20.323 0.30
H -20.862 -22.028 -18.090 0.38
H -21.069 -21.641 -19.810 0.47
H -22.431 -23.694 -18.660 0.46
H -23.223 -22.580 -19.757 0.34
H -23.508 -22.438 -18.039 0.10
H -21.470 -20.438 -16.391 -0.27
H -23.151 -20.949 -16.768 -0.02
H -22.559 -18.004 -17.307 -0.57
H -22.568 -18.702 -15.688 -0.03
H -24.545 -16.901 -16.583 0.28
H -24.874 -17.752 -14.978 0.00
H -25.982 -17.848 -16.379 0.48
B -20.201 -18.897 -7.706 -0.07
F -19.975 -18.003 -8.818 0.06
F -19.086 -19.698 -7.628 -0.31
F -20.258 -18.112 -6.576 -0.36
F -21.387 -19.589 -7.957 -0.23
B -26.368 -18.649 -11.185 -0.05
F -27.595 -18.647 -11.917 -0.33
F -26.069 -17.303 -10.914 -0.32
F -26.395 -19.535 -10.149 -0.32
F -25.346 -19.088 -12.142 -0.38
B -16.059 -17.791 -12.753 -0.19
F -15.186 -16.772 -12.198 -0.38
F -16.982 -18.164 -11.739 0.30
F -16.908 -17.083 -13.758 -0.45
F -15.367 -18.787 -13.321 -0.27
B -21.796 -15.454 -16.705 -0.29
F -21.624 -14.175 -16.284 -0.14
F -20.617 -16.072 -17.236 -0.26
F -22.165 -16.178 -15.552 0.37
F -22.776 -15.554 -17.690 -0.29
B -18.833 -12.424 -11.426 -0.47
F -19.867 -12.465 -12.367 -0.03
F -19.133 -13.486 -10.525 -0.04
F -17.517 -12.713 -11.933 -0.04
F -18.694 -11.207 -10.672 -0.31
B -21.871 -22.884 -14.815 -0.39
F -23.093 -22.413 -15.371 -0.16
F -20.757 -22.624 -15.662 -0.32
F -21.628 -22.059 -13.634 0.52
F -21.947 -24.221 -14.535 -0.38